Record 1
The following is a quantum chemistry calculation of a molecular structure, C14H25DyFIOP2 at a distorted geometry, from OMol25.

Results
Charge: +2
Lowest unoccupied orbital energy (alpha / beta) (eV): -7.9 / -7.8
Electronic energy (a.u.): -2588.39247
HOMO energy (alpha / beta) (eV): -14.45 / -14.46
Expectation value of S²: 9.35
Kohn-Sham gap (alpha / beta) (eV): 6.535 / 6.650
Spin multiplicity: 6

Last column: Mulliken charge in e.
Cartesian coordinates (Å):
C 3.052 2.914 -4.252  -0.74
I 2.170 1.867 -2.473  0.16
H 2.394 2.675 -5.090  0.30
H 4.068 2.541 -4.418  0.30
H 3.057 3.986 -4.034  0.30
Dy -0.190 0.155 -0.684  0.46
P 1.384 -2.066 -1.103  0.81
C 3.093 -2.296 -0.533  -1.11
C 0.394 -3.562 -0.661  -1.12
H 0.826 -4.487 -1.070  0.45
H 1.797 -2.976 -3.356  0.40
H -0.635 -3.441 -1.052  0.32
H 0.339 -1.925 -3.316  0.40
H 3.114 -2.319 0.564  0.35
H 0.346 -3.637 0.441  0.31
C 1.379 -2.041 -2.955  -1.15
H 3.575 -3.213 -0.890  0.41
H 1.975 -1.184 -3.320  0.31
H 3.718 -1.451 -0.847  0.34
P -1.324 2.399 0.467  0.82
C -0.494 3.600 1.550  -1.13
C -1.855 3.272 -1.078  -1.17
H -3.450 1.199 0.590  0.33
H -3.562 2.753 1.484  0.45
H -2.682 1.361 2.208  0.31
C -2.914 1.892 1.266  -1.12
H -2.385 2.556 -1.737  0.40
H -2.528 4.110 -0.844  0.39
H -1.103 4.470 1.817  0.40
H 0.422 3.973 1.073  0.36
H -0.966 3.653 -1.612  0.35
H -0.192 3.109 2.484  0.34
C 1.567 0.783 0.588  0.29
O 2.459 1.090 1.267  -0.17
F -2.542 -3.055 4.591  -0.30
C -1.986 -2.363 3.547  0.31
C -2.633 -2.378 2.310  -0.75
C -2.052 -1.662 1.245  -0.77
C -0.860 -0.960 1.420  1.12
C -0.236 -0.965 2.662  -0.75
C -0.799 -1.670 3.749  -0.71
H -3.560 -2.931 2.181  0.45
H -2.559 -1.671 0.273  0.32
H 0.695 -0.428 2.823  0.28
H -0.320 -1.678 4.726  0.44

Record 2
The following is a quantum chemistry calculation of a molecular structure, C24H57CrN8O13S at a distorted geometry, from OMol25.

Results
Charge: 0
Lowest unoccupied orbital energy (alpha / beta) (eV): -1.3 / -0.6
Relative energy (zero: lowest compared OMol25 entry of this formula, charge and spin) (kcal per mole): 35.1
Electronic energy (a.u.): -3807.45786
HOMO energy (alpha / beta) (eV): -8.65 / -8.65
Expectation value of S²: 3.79
Kohn-Sham gap (alpha / beta) (eV): 7.304 / 8.006
Spin multiplicity: 4

Last column: Mulliken charge in e.
Cartesian coordinates (Å):
Cr -2.152 0.439 2.319  0.24
O -3.909 1.334 2.543  -0.94
H -4.769 1.757 2.730  0.22
S -0.732 0.008 0.102  0.69
O -1.923 0.746 0.442  -0.86
O -0.571 -0.360 1.482  0.42
O -1.017 -1.123 -0.728  -0.20
O 0.343 0.856 -0.427  0.10
C 0.663 -0.456 -3.627  -0.06
O 0.846 0.598 -4.285  -0.75
N 0.923 -1.630 -4.170  0.32
C 0.108 -2.745 -3.739  -0.83
C 1.701 -1.856 -5.422  -1.09
H 0.166 -0.516 -2.647  0.67
H -0.807 -2.804 -4.329  0.40
H -0.155 -2.684 -2.683  -0.06
H 0.634 -3.699 -3.737  0.42
H 1.764 -2.858 -5.846  0.37
H 1.598 -1.093 -6.194  0.32
H 2.764 -1.845 -5.179  0.37
C -3.187 -1.300 -3.603  0.51
O -3.394 -2.221 -4.380  -0.71
N -3.332 -0.011 -3.943  0.22
C -2.755 1.030 -3.129  -0.23
C -3.984 0.372 -5.184  -1.10
H -2.791 -1.407 -2.581  0.11
H -2.213 0.561 -2.308  -0.38
H -3.638 1.512 -2.709  0.50
H -2.138 1.817 -3.563  0.00
H -3.337 0.978 -5.817  0.33
H -4.232 -0.527 -5.749  0.37
H -4.862 0.996 -5.020  0.32
C 0.257 -4.160 -0.124  0.33
O -0.117 -5.312 -0.048  -0.69
N 1.555 -3.895 -0.359  0.18
C 2.010 -2.526 -0.359  -0.54
C 2.608 -4.875 -0.716  -0.98
H -0.411 -3.311 0.088  0.23
H 1.342 -1.804 0.111  -0.34
H 2.179 -2.176 -1.377  0.17
H 2.903 -2.668 0.250  0.50
H 2.262 -5.890 -0.524  0.35
H 2.824 -4.672 -1.765  0.35
H 3.533 -4.629 -0.193  0.29
C 0.005 2.864 2.539  0.51
O -1.033 2.137 2.561  -0.46
N 0.759 3.120 3.652  0.45
C 1.892 4.092 3.620  -1.24
C 0.500 2.658 4.985  -1.12
H 0.373 3.326 1.609  0.05
H 2.180 4.448 2.631  0.31
H 2.767 3.654 4.101  0.41
H 1.679 5.041 4.112  0.41
H -0.126 3.399 5.481  0.36
H 0.012 1.687 4.904  0.27
H 1.405 2.557 5.584  0.36
C -3.384 -2.605 1.891  0.15
O -2.993 -1.380 1.904  -0.41
N -4.195 -3.070 0.931  0.30
C -4.767 -4.401 1.087  -0.97
C -4.647 -2.298 -0.250  -1.04
H -3.125 -3.290 2.714  0.41
H -4.396 -4.956 1.948  0.32
H -4.669 -4.982 0.170  0.31
H -5.836 -4.340 1.292  0.38
H -4.146 -1.341 -0.396  0.13
H -4.505 -2.782 -1.216  0.44
H -5.717 -2.110 -0.154  0.41
C 3.018 2.691 -0.316  0.38
O 3.034 3.759 -0.909  -0.66
N 3.648 2.276 0.829  0.20
C 4.536 3.095 1.674  -0.77
C 3.321 0.932 1.281  -0.19
H 2.323 1.906 -0.652  0.14
H 4.817 4.027 1.184  0.34
H 5.430 2.497 1.853  0.36
H 4.016 3.430 2.572  0.07
H 2.477 0.443 0.797  -0.42
H 4.179 0.262 1.230  0.36
H 2.936 1.008 2.298  0.16
C -0.513 4.201 -0.810  0.66
O -0.922 4.941 0.092  -0.77
N -0.235 4.582 -2.051  0.19
C 0.202 3.574 -3.032  -0.58
C -0.295 5.941 -2.512  -1.04
H -0.267 3.143 -0.629  -0.01
H -0.588 3.406 -3.764  0.37
H 0.349 2.664 -2.450  -0.22
H 1.175 3.782 -3.478  0.35
H -0.546 6.684 -1.755  0.33
H 0.677 6.249 -2.897  0.30
H -1.048 5.874 -3.298  0.34
C 2.816 -2.654 3.694  0.24
O 3.595 -3.554 4.025  -0.64
N 2.034 -1.936 4.544  0.16
C 1.408 -0.760 3.969  -0.48
C 1.912 -2.030 5.966  -1.02
H 2.960 -2.252 2.680  0.26
H 1.786 0.230 4.224  0.39
H 0.412 -0.723 4.412  0.12
H 1.314 -0.775 2.884  -0.19
H 2.425 -1.296 6.587  0.30
H 0.836 -1.969 6.134  0.33
H 2.190 -3.023 6.319  0.36

Record 3
The following is a quantum chemistry calculation of 10 unconnected molecules or ions with the total composition C27H31Cl4F7O24 at a distorted geometry, from OMol25.

Results
Charge: 0
Lowest unoccupied orbital energy (eV): -0.1
Electronic energy (a.u.): -5393.17521
HOMO energy (eV): -11.20
SMILES string: O=C1OC[C@@H](F)O1.O=C1OC[C@@H](F)O1.O=C1OC[C@@H](F)O1.O=C1OC[C@@H](F)O1.O=C1OC[C@@H](F)O1.O=C1OC[C@@H](F)O1.O=C1OC[C@@H](F)O1.C[C@H]1COC(=O)O1.ClCCl.ClCCl
Kohn-Sham gap (eV): 11.129
Spin multiplicity: 1

Last column: Mulliken charge in e.
Cartesian coordinates (Å):
C -0.889 1.489 -1.610  -1.06
C -0.473 0.843 -0.316  1.27
C -1.289 -0.387 0.124  0.92
O -0.323 -1.366 0.417  -0.11
C 0.916 -0.911 0.125  0.17
O 1.903 -1.545 0.341  -0.61
O 0.852 0.287 -0.438  0.08
H -1.118 0.685 -2.311  0.01
H -0.128 2.110 -2.079  -0.15
H -1.758 2.142 -1.525  0.43
H -0.453 1.546 0.519  -0.71
H -1.947 -0.728 -0.679  0.15
H -1.988 -0.074 0.899  -0.41
C 1.184 4.286 -4.828  0.09
Cl 0.941 5.740 -5.748  -0.18
Cl 0.835 4.514 -3.108  -0.13
H 0.476 3.559 -5.210  0.05
H 2.218 4.001 -4.994  0.20
C -2.814 1.714 -4.787  -0.33
Cl -3.816 0.535 -3.989  -0.11
Cl -1.165 1.137 -5.129  -0.16
H -3.274 2.016 -5.721  0.40
H -2.720 2.569 -4.125  0.23
C -1.017 -4.849 1.260  0.08
C -1.824 -5.638 0.244  0.45
O -3.048 -5.805 0.921  -0.36
C -2.811 -5.756 2.252  0.65
O -3.609 -6.034 3.077  -0.52
O -1.558 -5.306 2.481  -0.34
F -1.278 -6.890 0.086  -0.32
H -1.205 -3.784 1.103  -0.11
H 0.040 -5.050 1.101  0.36
H -1.982 -5.169 -0.724  0.13
C 3.134 3.350 4.052  -0.77
C 3.514 1.979 3.531  0.49
O 2.813 1.986 2.285  -0.03
C 1.769 2.837 2.363  0.33
O 0.781 2.751 1.694  -0.43
O 1.926 3.684 3.374  -0.37
F 3.064 0.980 4.323  -0.31
H 3.868 4.079 3.689  0.34
H 3.073 3.454 5.132  0.39
H 4.589 1.899 3.396  0.32
C 0.026 -3.285 -4.432  -0.50
C 0.426 -2.345 -3.299  0.39
O -0.733 -2.285 -2.513  -0.04
C -1.772 -2.833 -3.138  0.44
O -2.896 -2.832 -2.747  -0.50
O -1.377 -3.423 -4.293  -0.38
F 0.723 -1.093 -3.767  -0.28
H 0.561 -4.233 -4.332  0.31
H 0.302 -2.917 -5.419  0.30
H 1.297 -2.703 -2.751  0.22
C -2.361 3.303 3.320  -0.52
C -2.639 2.014 2.550  0.86
O -3.575 2.461 1.589  -0.28
C -4.142 3.619 2.049  0.53
O -4.942 4.261 1.476  -0.50
O -3.638 3.891 3.279  -0.36
F -3.208 1.069 3.343  -0.32
H -1.589 3.907 2.835  0.26
H -1.952 3.077 4.304  0.41
H -1.753 1.588 2.083  -0.05
C -5.512 -1.848 1.284  -0.54
C -5.993 -2.556 2.551  0.38
O -4.791 -2.674 3.283  -0.34
C -3.810 -1.896 2.734  0.62
O -2.695 -1.879 3.125  -0.47
O -4.252 -1.294 1.613  -0.22
F -6.443 -3.792 2.255  -0.28
H -6.198 -1.086 0.908  0.29
H -5.412 -2.509 0.419  0.28
H -6.744 -1.957 3.063  0.25
C 3.605 1.736 -2.375  -0.03
C 3.584 2.442 -1.057  1.36
O 3.843 3.778 -1.412  -0.38
C 4.202 3.894 -2.705  0.42
O 4.474 4.903 -3.256  -0.50
O 4.264 2.650 -3.264  -0.39
F 4.638 2.043 -0.261  -0.34
H 2.637 1.492 -2.816  0.11
H 4.194 0.819 -2.355  0.30
H 2.658 2.351 -0.493  -0.51
C 4.729 -0.546 1.163  0.30
C 4.894 -2.087 1.230  0.50
O 5.346 -2.249 2.565  -0.37
C 5.928 -1.125 3.014  0.66
O 6.608 -1.021 3.982  -0.55
O 5.630 -0.125 2.171  -0.37
F 5.746 -2.560 0.292  -0.35
H 3.713 -0.255 1.418  -0.15
H 5.041 -0.172 0.193  0.12
H 3.944 -2.602 1.126  0.22